Below is 2 unconnected molecules or ions with the total composition C4H9INO, with properties calculated with ωB97M-V/def2-TZVPD.

Computed properties:
- HOMO-LUMO gap (alpha / beta) (eV) = 7.43 / 7.93
- relative energy (zero: lowest compared OMol25 entry of this formula, charge and spin) (eV) = 3.917
- spin multiplicity = 1
- net charge = +1

Cartesian coordinates (Å):
C1 2.5279 -1.2063 -0.0972
C2 0.7621 1.5250 0.6635
C3 -1.0689 -1.8094 -0.1208
C4 0.2130 0.2115 0.7682
N1 -0.7506 -0.3269 -0.1900
O1 2.5253 -2.3071 -0.4574
I1 4.0342 0.2480 -0.0300
H1 0.7778 2.0198 1.5766
H2 0.1485 2.0849 -0.0371
H3 1.8182 1.4602 0.1091
H4 -0.2954 -2.4145 -0.7701
H5 -0.9177 -2.2188 0.8553
H6 -2.0294 -2.1566 -0.4604
H7 0.3100 -0.3571 1.7075
H8 -0.4595 0.0298 -1.2124
H9 -1.8544 -0.0226 -0.0561

Atomic partial charges in e from the natural (NBO) method, atoms 1 to 6: atom 1 (C): 0.316, atom 2 (C): -0.713, atom 3 (C): -0.446, atom 4 (C): 0.033, atom 5 (N): -0.589, atom 6 (O): -0.456

---

Below is a molecular structure, C27H50GaO9, with properties calculated with ωB97M-V/def2-TZVPD.

Computed properties:
- HOMO-LUMO gap (eV) = 6.01
- spin multiplicity = 1
- net charge = -1

Cartesian coordinates (Å):
C1 4.1235 -0.2350 2.6919
C2 2.8114 0.4723 2.2275
C3 1.5192 0.3230 2.8945
C4 0.3764 1.0630 2.3945
C5 0.4168 1.9604 1.2385
C6 -0.8817 2.7226 0.8420
C7 -0.5200 4.2838 0.8325
C8 -1.5582 2.2257 -0.4991
C9 1.7107 2.0943 0.5605
O1 1.8517 2.9345 -0.5268
C10 2.7417 4.0543 -0.2060
Ga1 4.5889 3.9704 -1.1677
C11 2.8826 1.3512 1.0523
H1 4.7982 -0.2969 1.8033
H2 3.8621 -1.2440 3.1009
H3 4.6748 0.3165 3.4937
H4 1.4550 -0.3266 3.7960
H5 -0.6119 0.9585 2.9120
H6 -1.6226 2.5568 1.6748
H7 0.3840 4.3907 1.4940
H8 -1.3533 4.9208 1.2195
H9 -0.2310 4.5242 -0.2235
H10 -2.5661 1.8142 -0.2335
H11 -1.7303 3.1427 -1.1343
H12 -0.9460 1.5084 -1.0944
H13 2.2615 5.0101 -0.5717
H14 2.8849 4.2003 0.9055
H15 4.4083 3.8576 -2.7641
H16 5.4244 2.6529 -0.7126
H17 5.5024 5.2618 -0.8245
H18 3.8755 1.4255 0.5536
O2 -5.4963 2.0267 -1.3516
C12 -5.6578 0.9104 -1.7708
O3 -4.7230 -0.0285 -1.5387
C13 -4.8834 -1.4177 -1.8467
C14 -4.5494 -1.7016 -3.2959
C15 -6.8487 0.5691 -2.6279
H19 -5.8807 -1.7661 -1.5684
H20 -4.1807 -1.9515 -1.2047
H21 -5.2160 -1.1703 -3.9761
H22 -4.6249 -2.7702 -3.5056
H23 -3.5347 -1.3690 -3.5238
H24 -6.6565 0.8941 -3.6510
H25 -7.7164 1.1016 -2.2386
H26 -7.1091 -0.4873 -2.6265
O4 -6.7775 -3.4461 -5.7126
C16 -6.4740 -4.6072 -5.7942
O5 -6.3150 -5.3354 -4.6723
C17 -6.1152 -6.7539 -4.6562
C18 -4.6582 -7.1064 -4.8755
C19 -6.1820 -5.2381 -7.1301
H27 -6.7805 -7.2489 -5.3672
H28 -6.4204 -7.0898 -3.6640
H29 -4.3031 -6.7695 -5.8504
H30 -4.5100 -8.1858 -4.8090
H31 -4.0328 -6.6189 -4.1255
H32 -5.1658 -4.9808 -7.4312
H33 -6.8853 -4.8383 -7.8602
H34 -6.3022 -6.3192 -7.1464
O6 2.2853 -6.3248 3.2419
C20 3.2525 -5.8318 2.7218
O7 4.1331 -6.6172 2.0704
C21 5.2214 -6.1190 1.2833
C22 6.4227 -5.7955 2.1476
C23 3.5430 -4.3612 2.8609
H35 4.9035 -5.2729 0.6705
H36 5.4831 -6.9201 0.5899
H37 6.1996 -5.0113 2.8722
H38 7.2617 -5.4668 1.5318
H39 6.7280 -6.6753 2.7175
H40 4.0090 -4.1804 3.8304
H41 2.6007 -3.8160 2.8071
H42 4.1755 -3.9573 2.0734
O8 5.6824 6.9840 3.5736
C24 4.5394 6.8786 3.9340
O9 3.6686 6.1597 3.2061
C25 2.3389 5.8378 3.6275
C26 1.3777 6.9686 3.3254
C27 4.0440 7.6182 5.1511
H43 2.3244 5.5407 4.6791
H44 2.0465 4.9563 3.0541
H45 1.6445 7.8810 3.8624
H46 0.3588 6.6908 3.6023
H47 1.3997 7.2098 2.2610
H48 3.8334 8.6529 4.8782
H49 4.8279 7.5984 5.9083
H50 3.1612 7.1773 5.6097

Atomic partial charges in e from the Mulliken method, atoms 1 to 6: atom 1 (C): -0.978, atom 2 (C): 0.840, atom 3 (C): -0.735, atom 4 (C): -0.759, atom 5 (C): 0.222, atom 6 (C): 0.529

---

Below is a molecular structure, C10H12AsBrIrN2O2S2Se, with properties calculated with ωB97M-V/def2-TZVPD.

Computed properties:
- HOMO-LUMO gap (alpha / beta) (eV) = 8.37 / 6.16
- relative energy (zero: lowest compared OMol25 entry of this formula, charge and spin) (eV) = 0.532
- spin multiplicity = 6
- net charge = 0

Cartesian coordinates (Å):
Ir1 0.0824 0.0067 -0.3949
C1 -0.7145 0.1348 3.4288
As1 -0.6548 -1.6412 2.6400
C2 -2.4397 -2.3309 2.2261
C3 -0.0602 -2.7675 4.1190
S1 0.8173 -1.9102 1.1353
H1 -1.5161 0.1825 4.1628
H2 -0.8831 0.8761 2.6481
H3 0.2466 0.3215 3.9118
H4 -3.0115 -2.4188 3.1514
H5 -2.3370 -3.3142 1.7584
H6 -2.9570 -1.6610 1.5386
H7 -0.7566 -2.6890 4.9544
H8 0.9322 -2.4477 4.4448
H9 0.0009 -3.8068 3.7898
Br1 5.4274 3.7951 -4.4779
C4 4.5649 3.7945 -2.7861
C5 4.9494 4.7091 -1.8126
N1 4.4109 4.7197 -0.6112
C6 3.4743 3.8406 -0.3140
C7 3.0041 2.9065 -1.2306
C8 3.5578 2.8881 -2.5075
C9 1.9177 1.9509 -0.8735
O1 1.7849 1.5491 0.3021
O2 1.1493 1.5657 -1.7883
H10 5.7181 5.4482 -2.0002
H11 3.0729 3.8889 0.6862
H12 3.2013 2.1847 -3.2459
Se1 0.0495 -1.1319 -2.6763
C10 -1.7040 -1.5313 -2.7270
N2 -2.8207 -1.8074 -2.7711
S2 -2.0311 0.4911 0.2699

Atomic partial charges in e from the natural (NBO) method, atoms 1 to 6: atom 1 (Ir): 0.957, atom 2 (C): -0.952, atom 3 (As): 1.428, atom 4 (C): -0.946, atom 5 (C): -0.962, atom 6 (S): -0.537

---

E_tot per entry: -585.0869, -3660.6533, -8760.0896 Eh
Molecular weight per entry: 214.03, 588.41, 682.36 g mol⁻¹